[1]
Molecular formula: C3H12O4
Method: DFT, ωB97M-V/def2-TZVPD

Geometry (Å):
H 2.12170 0.03150 1.20360
H 1.43421 0.66343 -2.36657
C 0.65862 1.17706 -1.74416
H 0.75167 -1.44407 0.46681
O -2.64421 -0.82913 0.15233
H 0.26503 2.10077 -2.15626
H 1.65493 3.15140 2.45403
O -1.79918 -3.32324 -1.22886
H -3.47700 -0.64859 -0.30392
C 0.48112 0.69053 -0.51518
H 0.34206 1.37069 0.32842
O 2.42896 -0.38927 0.38835
O 0.72775 3.06325 2.18315
C 1.10864 -0.66484 -0.20515
H -2.52615 -0.14725 0.81896
H -1.73550 -4.19478 -0.82584
H 0.33131 3.20671 3.05180
H 1.36508 -1.06589 -1.18807
H -1.48903 -2.74827 -0.51344

structure (SMILES)	C=CCO.O.O.O
E_tot	-11493.5182	eV
LUMO level	0.392	eV
gap between HOMO and LUMO	9.6	eV
HOMO	-9.2173	eV
molecular weight	112.12	u

[2]
Molecular formula: C3H12O4
Method: DFT, ωB97M-V/def2-TZVPD

Geometry (Å):
H 0.34101 -1.64116 2.48921
O 3.39778 2.37417 0.70999
H 1.77041 -2.06901 2.29881
O -0.16827 -1.32509 -1.70592
H 3.88142 2.67332 1.48878
H -3.32063 0.15911 0.64670
H -1.55805 0.84211 -1.73638
C -1.38966 -1.09478 -1.08657
H 3.51186 3.10048 0.08764
O 2.00991 -0.12816 -0.18546
C -2.03666 0.06464 -1.15583
H -1.76531 -1.97934 -0.58069
O 0.86918 -2.33237 2.07964
C -3.30280 0.37966 -0.42298
H -3.53281 1.43863 -0.48661
H 2.83606 -0.60762 -0.06943
H -4.16908 -0.13209 -0.82254
H 2.30806 0.78244 -0.03392
H 0.31756 -0.50495 -1.51444

structure (SMILES)	C/C=C/O.O.O.O
E_tot	-11494.6199	eV
LUMO level	0.240	eV
gap between HOMO and LUMO	8.5	eV
HOMO	-8.2958	eV
molecular weight	112.12	u

[3]
Molecular formula: C3H12O4
Method: DFT, ωB97M-V/def2-TZVPD

Geometry (Å):
O -0.50552 -1.79889 0.42706
O 0.64406 0.33290 -3.21116
H 2.87864 4.24853 -0.16130
H 1.26546 -1.23637 1.11579
H 3.06842 2.80782 0.31192
C -0.99255 0.55152 2.42599
O -1.88930 -1.22658 -2.32608
O 2.41376 3.40882 -0.05948
H -1.87128 0.69859 3.05138
C -0.37101 -0.83584 2.59631
H 0.73838 -0.51974 -3.65920
H -1.51734 -1.57475 -1.50236
H -1.16647 -0.64338 -2.59296
C 0.18329 -1.32978 1.29592
H -1.16877 -1.52651 2.89739
H -1.35469 0.69529 1.40573
H -0.31933 1.38632 2.61925
H 1.20007 0.89606 -3.76448
H 0.40763 -0.83961 3.34793

structure (SMILES)	CCC=O.O.O.O
E_tot	-11495.0701	eV
LUMO level	0.507	eV
gap between HOMO and LUMO	10.5	eV
HOMO	-10.0263	eV
molecular weight	112.12	u

[4]
Molecular formula: C3H12O4
Method: DFT, ωB97M-V/def2-TZVPD

Geometry (Å):
H -0.06214 -1.39581 -3.64195
H 0.88521 -3.10745 -0.41699
H -0.44687 -3.01830 0.81787
H -0.84289 -2.93414 -0.78387
O 1.47603 0.69447 0.75842
H -2.79310 6.07416 -1.49864
H -0.77539 -0.65145 0.18160
O 1.73194 -0.34786 4.75605
C 0.02638 -2.59888 -0.12003
C 0.15131 -1.15480 0.22017
H 2.24078 -1.05173 0.92774
H 0.92982 0.16835 5.20266
O -2.77375 5.85351 -2.40702
C 1.32742 -0.61390 0.49967
H 1.66184 0.12752 3.97616
H -1.91871 6.16018 -2.73121
H 1.16393 1.44513 0.25747
O -0.67348 -2.04643 -3.28780
H -1.30833 -1.60255 -2.71031

structure (SMILES)	C/C=C/O.O.O.O
E_tot	-11493.2513	eV
LUMO level	0.414	eV
gap between HOMO and LUMO	9.0	eV
HOMO	-8.6150	eV
molecular weight	112.12	u

[5]
Molecular formula: C3H12O4
Method: DFT, ωB97M-V/def2-TZVPD

Geometry (Å):
H 0.86607 -2.72098 -1.08530
H 0.46955 0.29482 -1.98014
H -1.15315 -0.53030 1.53706
O 0.48671 -1.95783 -0.61242
H -0.64048 1.46724 -2.85468
O -1.61068 0.32159 1.72896
H -0.89754 1.03910 1.83313
H 0.01968 3.19955 -0.86136
H 1.38556 -1.33569 1.94866
C 0.27014 2.13401 -0.97888
H 0.36598 0.35100 0.08824
C 0.34453 1.46127 0.23495
H -1.80401 -2.64950 0.80129
H 1.22907 1.64132 -2.92852
H 0.89410 -1.19527 2.49406
C 0.33495 1.32579 -2.34396
H -0.00236 -2.33021 0.29047
O 0.42719 1.91529 1.39177
O -0.98531 -2.43120 1.29666

E_tot	-11487.4786	eV
LUMO level	-5.304	eV
gap between HOMO and LUMO	3.2	eV
HOMO	-8.4599	eV
molecular weight	112.12	u

[6]
Molecular formula: C3H12O4
Method: DFT, ωB97M-V/def2-TZVPD

Geometry (Å):
H 0.43765 -0.36336 1.53528
H 2.81794 2.25350 -0.68923
H -3.08786 -0.83552 -2.23576
H 0.56563 -0.80190 -1.20249
H -3.40079 0.24810 -0.81221
H -1.63143 0.01365 1.22019
H -1.84723 -1.70911 1.23452
H 1.36524 1.71176 -0.70139
C -1.71705 -1.10574 -0.72793
C -2.74383 -0.47197 -1.28837
O 1.30760 0.73062 2.07603
H 1.62823 1.17733 1.25385
H 1.90521 -0.50240 -2.08637
H 0.99040 1.51816 2.55191
H -0.99958 -1.78542 -1.14986
O 0.04750 -1.07453 0.88981
O 1.95691 2.31081 -0.23087
C -1.27883 -0.88322 0.68673
O 1.07193 -0.19319 -1.73397

total charge	+1
multiplicity	2
E_tot	-11485.2649	eV
LUMO level (spin up / spin down)	-3.721 / -9.110	eV
<S²>	0.76
gap between HOMO and LUMO (spin up / spin down)	11.5 / 6.0	eV
HOMO (spin up / spin down)	-15.2028 / -15.1023	eV
molecular weight	112.12	u

[7]
Molecular formula: C3H12O4PS
Method: DFT, ωB97M-V/def2-TZVPD

Geometry (Å):
H 1.56337 2.95106 0.47296
C 2.76773 1.38012 -0.40677
O 0.06091 -1.36671 -1.98087
O -1.35001 -1.87823 -0.00462
S -1.08379 -0.83025 -1.29285
H 1.26635 1.34708 1.15404
H -1.48655 -2.72104 -0.45337
H -1.09779 -5.45420 1.17994
H 2.93340 1.85151 -1.37722
O -1.76230 -4.74410 1.30523
H -1.50763 2.70194 0.70913
P 0.07075 1.73179 -0.93860
H 3.62240 1.61075 0.22927
O -0.64243 0.30659 -0.26276
H -2.54590 -5.05580 1.80519
H -0.58748 3.90640 -0.22190
C -1.11211 2.94950 -0.27656
H 2.72538 0.30320 -0.57940
H -1.93273 3.05041 -0.98774
C 1.46635 1.89016 0.22739
H -1.36794 -3.93015 1.69948

total charge	+1
E_tot	-31610.7668	eV
LUMO level	-5.429	eV
gap between HOMO and LUMO	6.1	eV
HOMO	-11.4934	eV
molecular weight	175.17	u

[8]
Molecular formula: C3H12O4S
Method: DFT, ωB97M-V/def2-TZVPD

Geometry (Å):
H 4.55356 0.10453 -0.38686
C 1.38714 -0.85494 0.23754
H -1.35686 -1.40511 -0.05596
S 2.97024 -0.69078 1.06372
H 0.17580 0.96989 0.63028
H 1.46979 -0.62706 -0.79623
O -4.02498 2.08997 -1.61261
H -3.22988 0.09099 0.62953
O -4.21967 -0.20336 1.01472
H -0.77553 -0.56531 -1.39540
H -3.36689 1.56791 -1.08055
H -4.81399 0.32943 0.48073
H -4.48015 1.49556 -2.18037
C -1.14973 -0.39329 -0.34748
H -0.16719 -0.37385 1.53820
O -2.10992 0.59064 -0.11056
O 5.00936 0.02865 -1.28813
C 0.07688 -0.10426 0.60347
H 4.32015 -0.56226 -1.63033
H 1.02341 -1.90462 0.23891

total charge	-2
E_tot	-22329.9561	eV
LUMO level	5.798	eV
gap between HOMO and LUMO	6.0	eV
HOMO	-0.1819	eV
molecular weight	144.19	u

[9]
Molecular formula: C3H12O5
Method: DFT, ωB97M-V/def2-TZVPD

Geometry (Å):
C -2.34078 -0.66010 -0.69317
H -2.81773 -0.46811 -1.68568
H -3.13654 -0.90790 0.01820
O 0.80127 0.90520 0.20326
H -0.90924 0.62781 -0.12916
O 2.83606 2.38299 1.50654
O 0.76753 -1.04756 -1.87561
O -1.87553 0.68684 -0.30267
H 0.76919 0.99145 1.21706
O 0.89045 1.34748 2.67552
H -0.87874 -1.68684 -2.88461
H 2.13701 1.96859 2.17620
H 0.72763 -0.52507 -1.09317
H 0.97179 0.69535 3.40477
H -0.01951 -2.96073 -1.94371
H 3.47669 2.93927 1.98461
C -0.41971 -1.89568 -1.90372
H 1.48055 1.58403 -0.06277
C -1.31316 -1.70001 -0.75274
H -1.14722 -2.27702 0.14085

E_tot	-13536.9071	eV
LUMO level	-4.957	eV
gap between HOMO and LUMO	3.3	eV
HOMO	-8.2593	eV
molecular weight	128.12	u

[10]
Molecular formula: C3H12O5
Method: DFT, ωB97M-V/def2-TZVPD

Geometry (Å):
O -1.59721 3.03454 -0.85601
O -1.44404 -0.56700 -2.77093
H 2.38737 -1.37308 2.37263
C 1.99827 0.26486 -0.49558
H 0.07256 -2.08926 0.97699
H -2.33062 -0.54591 -3.14939
H -1.28596 -1.41755 -2.34404
H -1.38619 3.26235 0.04514
H -3.54088 0.35994 0.87562
C 1.88079 -1.36364 1.40212
H 2.70137 -1.88770 0.88156
H 0.48564 0.35545 1.10036
H -1.82479 2.12773 -1.05977
O 0.80834 -2.28983 1.55902
H 1.99721 0.77967 1.52645
H 2.99172 -0.17018 -0.71495
C 1.50309 0.00424 0.91089
O -2.68858 0.71436 0.60142
O 1.37976 0.85615 -1.33331
H -2.10785 -0.05514 0.47177

structure (SMILES)	O=CCCO.O.O.O
E_tot	-13541.5351	eV
LUMO level	0.035	eV
gap between HOMO and LUMO	10.0	eV
HOMO	-9.9391	eV
molecular weight	128.12	u

[11]
Molecular formula: C3H13N2O
Method: DFT, ωB97M-V/def2-TZVPD

Geometry (Å):
H 0.32922 1.06000 -0.75532
H 1.86085 -0.84135 3.19643
H 0.39754 -2.03317 -0.64799
C -1.77196 0.66440 -0.34816
N -0.65624 1.59755 -0.64483
H 1.76490 -0.55947 0.06367
C 0.03682 -1.03728 -0.89104
O 2.02672 -0.32774 2.40043
H -2.45063 0.45146 -1.16879
H -1.83353 -1.42176 0.05682
H 1.90546 -0.28116 -1.46100
H -0.47483 2.30421 0.07219
H -0.83220 2.13780 -1.49169
H -2.26122 0.94328 0.57123
N 1.22920 -0.16102 -0.70690
C -1.04120 -0.67344 0.03748
H -0.84023 -0.61159 1.11350
H -0.34036 -1.11651 -1.94193
H 2.95167 -0.09420 2.54588

total charge	+1
E_tot	-8343.1956	eV
LUMO level	-2.872	eV
gap between HOMO and LUMO	11.4	eV
HOMO	-14.2933	eV
molecular weight	93.15	u

[12]
Molecular formula: C3H13N2O
Method: DFT, ωB97M-V/def2-TZVPD

Geometry (Å):
H -0.01530 -1.83762 -1.44398
O -2.63284 -0.31114 2.63712
H 2.59831 1.46660 -0.91718
C 0.05612 -0.78179 -1.14919
C 1.51729 -0.47666 -1.34109
H -2.48516 -0.48556 3.54735
H -0.68837 -0.32266 -1.80791
N 1.74718 0.99505 -1.22940
H 2.07861 -1.01269 -0.57370
N -0.31461 0.79694 0.74148
C -0.51830 -0.61772 0.27860
H 1.57173 1.48099 -2.10307
H 2.00870 -0.77127 -2.26381
H 1.02741 1.29878 -0.44356
H -1.18884 1.28779 0.58999
H -3.15417 0.48305 2.65621
H -0.05770 0.84659 1.70933
H -1.59178 -0.74672 0.18990
H 0.04174 -1.29195 0.92291

total charge	+1
E_tot	-8343.1199	eV
LUMO level	-3.059	eV
gap between HOMO and LUMO	10.8	eV
HOMO	-13.8862	eV
molecular weight	93.15	u

[13]
Molecular formula: C3H13N2O
Method: DFT, ωB97M-V/def2-TZVPD

Geometry (Å):
N -0.75849 0.75436 1.09635
N 0.93664 -1.13535 0.65871
H 3.82477 0.66810 -0.07446
H 1.16533 -2.08674 0.90603
H 3.43854 1.90803 -0.85048
C 0.23023 -0.74386 -0.53699
H -2.75070 -0.84912 0.49968
C -2.37310 -0.37306 -0.40144
O 3.06687 1.10088 -0.49010
H -0.33726 1.68783 1.04705
H 0.79676 -0.15467 -1.23762
H 0.01132 0.20293 1.55876
H -1.66680 0.93579 1.51319
H 1.87945 -0.74538 0.67115
C -0.98742 0.21144 -0.32845
H -3.11907 0.36033 -0.72813
H -0.04117 -1.61645 -1.14691
H -2.41370 -1.19604 -1.14814
H -0.90218 1.07097 -1.00820

total charge	+1
E_tot	-8343.0235	eV
LUMO level	-3.050	eV
gap between HOMO and LUMO	11.3	eV
HOMO	-14.3134	eV
molecular weight	93.15	u

[14]
Molecular formula: C3H13N2O
Method: DFT, ωB97M-V/def2-TZVPD

Geometry (Å):
H 0.47608 2.85108 1.05385
H -0.20095 -1.67373 -0.33721
H 0.57464 0.45804 2.32077
C 0.36720 0.17875 -1.13951
H -0.72778 -3.93112 -1.07284
C 0.22990 1.61314 -0.69701
H 1.38374 -0.20450 -1.07197
O -0.86594 -3.60452 -0.18261
C 0.72043 1.83053 0.73498
H -0.48534 -4.21080 0.47142
H 1.79343 1.76445 0.85693
N -0.52877 -0.72431 -0.35667
H -0.69504 1.42938 2.18453
H 0.82197 2.22471 -1.38082
H -1.50180 -0.75429 -0.70228
N -0.03553 0.90295 1.64718
H 0.06782 0.08990 -2.16803
H -0.60929 -0.23921 0.57499
H -0.78479 1.99955 -0.73573

total charge	+1
E_tot	-8343.7669	eV
LUMO level	-2.866	eV
gap between HOMO and LUMO	11.4	eV
HOMO	-14.2279	eV
molecular weight	93.15	u

[15]
Molecular formula: C3H13N2O
Method: DFT, ωB97M-V/def2-TZVPD

Geometry (Å):
H 0.35264 2.68918 -0.57114
H 0.55410 -0.47330 -1.74974
N -0.38711 2.06930 -0.14565
C 0.48644 0.38650 1.51268
H -0.02109 -1.55055 -0.64496
H -0.35117 0.17220 -0.45268
H -0.62512 2.27557 1.90608
H -0.41689 -0.18149 1.81981
H -1.12386 2.69312 -0.03027
O -1.55808 -3.00764 -1.64715
H -1.52867 -3.37469 -2.58551
H 1.90568 -1.14433 0.54971
H -2.26949 -3.61574 -1.38279
C 1.30402 -0.19560 0.35736
H 1.87443 0.67563 0.19541
N 0.32433 -0.60795 -0.74749
H 1.31637 0.31149 2.32090
C 0.23819 1.91532 1.24313
H 1.06513 2.71725 1.37537

total charge	+1
E_tot	-8342.1727	eV
LUMO level	-2.846	eV
gap between HOMO and LUMO	11.7	eV
HOMO	-14.5678	eV
molecular weight	93.15	u

[16]
Molecular formula: C3H13N2O2S
Method: DFT, ωB97M-V/def2-TZVPD

Geometry (Å):
C 0.16934 -0.50845 0.37426
H 3.32459 2.16167 0.27897
C 1.41926 1.64365 0.88627
H -2.53329 -1.97233 -1.14890
H 2.09246 2.75084 -0.62346
O -2.58059 -2.88313 1.42136
C 1.10047 0.53431 -0.19744
N 2.39835 2.56567 0.33453
H -2.58770 -0.61421 -0.92132
H 2.10699 0.24341 -0.58663
H -2.57530 -3.19008 0.49750
H 0.51311 2.22261 1.10116
N 0.51259 1.19693 -1.37493
O -3.23929 -1.33246 -0.95340
H 0.53749 0.56318 -2.17289
H -0.42390 1.53710 -1.21254
H -0.84889 -0.15125 0.52179
H -1.66718 -3.05749 1.69587
H 1.70603 1.11701 1.78675
S -0.00287 -1.80214 -0.96220
H 0.57833 -1.02484 1.25527

total charge	-1
E_tot	-21233.3685	eV
LUMO level	3.845	eV
gap between HOMO and LUMO	7.0	eV
HOMO	-3.2012	eV
molecular weight	141.22	u

[17]
Molecular formula: C3H13N2O2S
Method: DFT, ωB97M-V/def2-TZVPD

Geometry (Å):
H -0.76876 0.34874 0.32443
H -1.46972 0.58185 -2.53751
H -0.67157 -1.92778 -1.61388
H -0.18899 -0.33281 2.21620
H 3.88923 -2.80605 2.02290
O -0.02012 -0.71559 3.08523
C -1.50341 2.19172 -1.28270
C -0.36041 -1.37196 -0.70956
H -2.30509 -0.38937 -0.20919
H -2.22842 2.22410 -0.37589
H -0.08018 -1.66585 2.93549
N -1.17140 0.80955 -1.59358
H 4.67574 -1.73000 1.31404
H 0.68864 -1.05926 -0.57197
N -0.31936 2.92753 -0.71448
S -0.40368 -2.65415 0.65045
O 4.79512 -2.53456 1.82788
H 0.13154 3.37850 -1.53522
C -1.28073 -0.18660 -0.49717
H 0.44237 2.27983 -0.53853
H -1.85080 2.63216 -2.19695

total charge	-1
E_tot	-21232.4838	eV
LUMO level	3.447	eV
gap between HOMO and LUMO	6.3	eV
HOMO	-2.8879	eV
molecular weight	141.22	u

[18]
Molecular formula: C3H13N2OS2
Method: DFT, ωB97M-V/def2-TZVPD

Geometry (Å):
H 3.68603 -0.08045 0.42537
H 0.32093 -1.13733 -0.91114
S 0.90683 1.35194 -0.51975
H -1.53077 1.80779 -1.05850
N -1.94410 -1.06439 1.75174
C -1.86304 0.27664 1.16933
C -2.30094 1.05040 -1.17203
H 5.19610 -0.82700 -0.09237
H 1.69658 0.87324 -1.50343
O -0.05073 -1.11802 -1.81313
H -0.86373 0.70582 1.18631
H -1.10684 -1.35994 2.24752
H -2.61797 0.93456 -2.19816
H 0.64202 -1.55734 -2.32877
H -2.46918 0.95250 1.82261
H -3.29289 -0.57248 -0.12705
N 4.57356 -0.03806 -0.06605
S 1.25822 -0.19521 0.82711
C -2.56898 0.24102 -0.11105
H 5.00410 0.87281 0.01296
H -2.67521 -1.11649 2.45847

total charge	+1
E_tot	-30008.2556	eV
LUMO level	-8.832	eV
gap between HOMO and LUMO	4.2	eV
HOMO	-13.0270	eV
molecular weight	157.28	u

[19]
Molecular formula: C3H13N2OS2
Method: DFT, ωB97M-V/def2-TZVPD

Geometry (Å):
H 3.44988 0.93177 -0.90533
H -1.03711 -0.11623 2.14709
H -0.49158 3.20051 1.39799
N -4.39817 -0.33952 -1.00618
H 1.64653 -1.09756 -3.02071
H 1.51209 -1.37159 -0.38030
H 1.67664 0.18775 1.44752
O 0.01733 2.38172 1.44363
H -3.49006 -0.48999 -0.60282
N 1.61526 -0.40352 -2.28999
H 3.10049 1.39799 1.42520
C 2.51818 0.62902 0.93461
S -0.65022 -1.03076 1.22554
S -0.92506 0.00390 -0.36076
H 3.00108 -1.59630 -1.30265
H -4.78360 -1.23388 -1.26362
C 2.78025 0.30382 -0.33792
H 0.66889 -0.07116 -2.16031
H -0.36034 1.78378 0.78656
C 2.21822 -0.88051 -1.06394
H -5.02822 0.08584 -0.32062

total charge	+1
E_tot	-30009.2194	eV
LUMO level	-8.721	eV
gap between HOMO and LUMO	4.5	eV
HOMO	-13.2594	eV
molecular weight	157.28	u

[20]
Molecular formula: C3H13N3
Method: DFT, ωB97M-V/def2-TZVPD

Geometry (Å):
C -0.20152 -0.37446 2.59464
H 1.85172 2.07292 -1.40394
H -2.64686 0.12548 1.86910
H -0.67932 0.37463 3.33391
H 2.53428 -0.46724 -2.61843
H -2.22010 -1.54802 1.77036
H -2.80722 -0.58032 0.42368
H -0.30099 -0.24646 -1.31570
H 0.84050 -0.03323 2.49655
H -0.02084 -1.34907 2.95328
N -0.72017 -0.34013 1.20174
C -2.16848 -0.57584 1.28076
H 1.00447 -0.92015 -0.71130
N 1.82548 1.56551 -2.27986
C 1.55266 0.10373 -2.48125
N 0.65841 -0.60414 -1.58215
H -0.52439 0.65359 0.73301
H 1.02733 0.05428 -3.54383
H 0.99506 2.08890 -2.72059

structure (SMILES)	CNC.NCN
E_tot	-7790.0927	eV
LUMO level	0.845	eV
gap between HOMO and LUMO	9.5	eV
HOMO	-8.6075	eV
molecular weight	91.16	u